Entry 1:
94
Properties=species:S:1:pos:R:3 method="wB97M-V/def2-TZVPD" charge=+1 spin_multiplicity=2 energy_ha=-2897.54513 homo_ev="-10.19 / -10.19" s2=0.767
F 3.12113 -7.50580 1.06753
C 2.55261 -6.34321 1.54258
C 3.19568 -5.73714 2.60896
C 2.69929 -4.50805 3.01919
C 1.64039 -3.89175 2.33799
C 1.06035 -4.49670 1.24050
C 1.55646 -5.63974 0.76417
H 3.93416 -6.29352 3.16708
H 3.14234 -4.03929 3.88543
H 1.29937 -2.91080 2.63435
H 0.33993 -3.93351 0.66587
H 1.20329 -6.10846 -0.14246
F -2.47613 -1.41135 5.52119
C -2.61219 -0.07233 5.65233
C -3.87053 0.47877 5.76381
C -4.07922 1.83479 6.04517
C -2.96608 2.67879 6.12983
C -1.71991 2.12323 6.01085
C -1.53439 0.79450 5.79425
H -4.64838 -0.27017 5.74301
H -5.01607 2.34375 6.21743
H -2.99450 3.74483 6.30049
H -0.89531 2.80344 6.16492
H -0.55395 0.34188 5.81103
F -3.35274 6.86614 -1.67602
C -3.63191 5.57306 -1.35451
C -2.84420 4.94029 -0.34562
C -2.90449 3.56189 -0.10681
C -3.88343 2.81717 -0.77706
C -4.68086 3.41007 -1.82431
C -4.57013 4.81261 -2.09190
H -2.16933 5.60727 0.17024
H -2.26942 3.06665 0.61280
H -4.03405 1.79559 -0.46068
H -5.33658 2.77276 -2.39900
H -5.11027 5.36895 -2.84365
F -3.17192 -0.25127 0.92558
C -1.87587 -0.37566 0.97864
C -1.19860 -0.77852 -0.11750
C 0.16290 -0.98277 -0.05421
C 0.79844 -0.82018 1.12880
C 0.14326 -0.42072 2.26673
C -1.20309 -0.12321 2.19323
H -1.74307 -0.88703 -1.04388
H 0.69986 -1.28020 -0.94281
H 1.87435 -0.91289 1.11442
H 0.75256 -0.21195 3.13366
H -1.77807 0.21596 3.04221
F -5.95992 0.39917 -2.78165
C -5.02429 -0.21035 -3.51043
C -5.25321 -0.45373 -4.80281
C -4.28633 -1.10103 -5.60275
C -3.00378 -1.30984 -5.02459
C -2.75903 -1.14382 -3.68846
C -3.79547 -0.57044 -2.92295
H -6.12952 -0.00992 -5.25170
H -4.32667 -1.06546 -6.68141
H -2.16736 -1.60615 -5.64021
H -1.82240 -1.32851 -3.18349
H -3.74803 -0.37231 -1.86234
C 2.44790 -2.88976 -5.60136
S 1.23572 -1.81676 -4.64941
O 1.51782 -1.79161 -3.16748
C 1.94712 -0.16590 -5.14359
H 2.52613 -2.72706 -6.67631
H 2.23812 -3.95131 -5.47024
H 3.50575 -2.84217 -5.34293
H 3.02136 -0.17821 -4.95934
H 1.36158 0.48589 -4.49519
H 1.81819 0.00739 -6.21197
C 7.19862 -1.93497 0.73542
O 6.03967 -2.74674 0.65670
C 5.28628 -2.70486 -0.48860
O 5.48098 -1.89873 -1.42021
O 4.19248 -3.54405 -0.38771
C 3.18533 -3.63374 -1.40185
H 7.80724 -1.93790 -0.16883
H 7.80539 -2.23432 1.59001
H 6.84974 -0.91196 0.87628
H 3.52241 -3.29713 -2.38224
H 2.36753 -2.94264 -1.19767
H 2.68200 -4.60050 -1.39017
C 1.29191 2.77366 0.52553
O 1.64981 3.73131 1.52212
C 1.61043 5.04687 1.21072
O 0.99025 5.61178 0.30940
O 2.43097 5.55991 2.10488
C 2.83177 6.92356 1.97598
H 0.40067 3.14695 0.02111
H 0.99895 1.80950 0.94106
H 2.07357 2.68282 -0.22869
H 3.62272 7.04971 1.23666
H 3.22181 7.32411 2.91168
H 2.06408 7.62306 1.64515

Entry 2:
16
Properties=species:S:1:pos:R:3 method="wB97M-V/def2-TZVPD" smiles="C=NC[C@H](C)C=O" de_lowest_kcal_mol=50.4 spin_multiplicity=1 energy_ha=-325.85718 homo_ev=-9.51
C 2.09262 -0.28284 0.21607
C 0.73574 0.39247 -0.03360
C -0.22427 -0.33261 -0.99381
N -1.43000 0.47975 -0.88082
C -2.43975 -0.06697 -0.35051
C -0.09742 0.63350 1.23091
O -0.01838 1.59236 1.95529
H 2.02760 -1.23441 0.75631
H 2.74840 0.38392 0.78773
H 2.58766 -0.47783 -0.74294
H 0.93188 1.37865 -0.46513
H 0.15404 -0.34385 -2.02020
H -0.38444 -1.37661 -0.66728
H -0.88774 -0.14739 1.40958
H -3.25372 0.55554 0.02133
H -2.54222 -1.15368 -0.22292

Entry 3:
14
Properties=species:S:1:pos:R:3 method="wB97M-V/def2-TZVPD" de_lowest_kcal_mol=10.1 spin_multiplicity=1 energy_ha=-666.81847 homo_ev=-8.75
C -0.20441 0.90422 1.97184
C -0.28918 1.19817 0.49503
C -0.73083 -1.78651 -0.84097
C -0.04734 -1.80929 -1.94002
C 0.68111 0.85218 -0.34111
O -1.12808 -1.61444 0.23002
F 1.70225 0.06158 0.14052
I 0.87242 1.46435 -2.33697
H 0.33804 1.82570 2.52099
H 0.52058 0.06974 2.11923
H -1.15180 1.84054 0.06550
H -0.37339 -2.24300 -2.84530
H 1.08352 -1.63109 -1.71304
H -1.27290 0.86787 2.47430

Entry 4:
40
Properties=species:S:1:pos:R:3 method="wB97M-V/def2-TZVPD" charge=+3 de_lowest_kcal_mol=0.0 spin_multiplicity=5 energy_ha=-1917.78361 homo_ev="-18.97 / -20.43" s2=6.020
C -0.00084 0.07965 -4.23742
C 0.01010 1.13621 -3.29369
H 0.00158 0.49729 -5.26748
H -0.87650 -0.56809 -4.06055
H 0.86473 -0.58307 -4.06482
O 0.01771 2.10963 -2.65719
I -0.02342 -2.43637 -0.83613
Ru -0.00285 -0.00269 0.30212
P 2.32605 -0.02624 0.34484
C 3.19543 1.16957 1.41584
C 2.96643 -1.59283 1.03765
H 3.98638 -1.79908 0.67372
H 4.43072 0.18083 -0.90642
H 2.31528 -2.41389 0.71573
H 3.17177 -0.75425 -1.76552
H 2.93091 0.98926 2.46445
H 2.97413 -1.53021 2.13333
C 3.35300 0.13566 -1.15280
H 4.27974 1.03598 1.27886
H 3.08861 1.04196 -1.70705
H 2.90687 2.19103 1.14498
P -2.32685 0.01432 0.34858
C -3.17109 1.22852 1.41952
C -3.35157 0.19402 -1.14916
H -2.36049 -2.37257 0.72170
H -4.01985 -1.72668 0.68044
H -3.00204 -1.47549 2.13913
C -2.99591 -1.53903 1.04334
H -3.18572 -0.69910 -1.76090
H -4.42748 0.25827 -0.90267
H -4.25787 1.11630 1.28530
H -2.86355 2.24394 1.14693
H -3.07147 1.09554 -1.70303
H -2.90797 1.04328 2.46766
C 0.01327 1.82568 0.71512
O 0.02867 2.96359 1.02772
F -0.01364 -1.99758 2.44094
C -0.00264 -0.62269 2.34260
F -1.08336 -0.19717 3.08811
F 1.08372 -0.21351 3.08618

Calculated maximum force (eV/A), listed in the same order as above: 3.8; 0.8; 2.7; 8.9